[1]
Density functional theory data (wB97M-V/def2-TZVPD) for the ion C4H11N2O with charge -1 in a non-equilibrium geometry.

The geometry in XYZ format:
```
18
Properties=species:S:1:pos:R:3:forces:R:3
C 0.5167 -0.2293 1.2038 0.210 -0.333 -0.811
N -0.0986 0.0003 2.4885 -2.220 0.480 1.171
C -0.5511 -0.6300 0.1991 1.384 2.506 -3.007
C -0.9965 -2.0724 0.3750 0.502 -0.190 0.379
N -0.1258 -0.1451 -1.2684 -0.178 -1.081 0.938
C 0.0494 1.4200 -1.6348 2.803 0.577 0.238
O 1.4072 1.8783 -1.6819 -3.282 -1.567 0.342
H 1.0747 0.6382 0.8571 -0.267 0.316 -0.049
H 1.2819 -1.0333 1.2495 -0.376 0.241 0.279
H -0.2986 -0.9379 2.9282 -0.317 1.616 -0.614
H -1.0456 0.5702 2.2822 2.711 -2.069 0.941
H -1.3813 0.0487 0.2855 -0.648 0.191 0.733
H -2.0238 -2.0255 0.7719 0.458 -0.631 0.174
H -1.0257 -2.5905 -0.5749 -0.043 -0.077 -0.290
H -0.2582 -2.6405 1.0451 -1.276 0.697 -0.688
H 0.8165 -0.5146 -1.2963 0.400 0.298 -0.700
H -0.5185 1.9488 -0.7998 -0.019 -0.348 -0.841
H -0.4186 1.5948 -2.6926 0.159 -0.625 1.805
```
Positions in Å, forces in eV/Å.

Results
HOMO: -0.0916 Eh
E_tot: -9352.0603 eV
SMILES string: C[C@@H](CN)NC[O-]
Net charge: -1
E_LUMO: 3.8 eV
Kohn-Sham gap: 6.28 eV



[2]
Density functional theory data (wB97M-V/def2-TZVPD) for a structure of composition C4H11N2O in a non-equilibrium geometry.

The geometry in XYZ format:
```
18
Properties=species:S:1:pos:R:3:forces:R:3
N 0.0267 1.1673 1.8263 -1.125 -0.240 -3.025
C -0.0560 0.0932 0.5042 1.721 -4.926 2.020
C 1.4278 -0.0246 0.0613 -0.283 0.008 0.653
C 1.6841 -1.1723 -0.9660 -0.804 0.891 -1.244
O 1.2561 -0.9129 -2.2358 0.569 -0.014 0.170
C -1.1751 -0.0511 -0.5646 0.445 2.228 -0.296
N -2.4137 0.7385 -0.3486 0.141 -0.133 0.727
H -0.1395 -0.7972 1.1461 -0.445 -0.040 -0.427
H -0.9491 1.0109 2.1235 0.073 0.387 0.312
H -0.1438 1.3936 0.7465 -0.171 3.079 1.978
H 1.7759 1.0135 -0.1022 0.272 -0.480 -0.945
H 1.9750 -0.3022 0.9787 -0.204 0.004 0.021
H 2.7739 -1.4863 -0.9027 -0.230 0.179 0.200
H 1.0857 -2.0230 -0.5568 0.301 -0.217 0.481
H -0.7064 0.3783 -1.4538 -0.229 -0.545 -0.280
H -1.4389 -1.0924 -0.7362 0.239 -0.038 0.097
H -2.8721 0.4011 0.5093 -0.144 -0.239 -0.077
H -2.1106 1.6655 -0.0292 -0.126 0.095 -0.365
```
Positions in Å, forces in eV/Å.

Results
Expectation value of S²: 0.75
HOMO (spin up / spin down): 0.1466 / 0.0192 Eh
E_tot: -9346.0949 eV
Net charge: -2
E_LUMO (spin up / spin down): 7.4 / 7.3 eV
Kohn-Sham gap (spin up / spin down): 3.41 / 6.80 eV
Multiplicity: 2



[3]
Density functional theory data (wB97M-V/def2-TZVPD) for a structure of composition C4H11N2O in a non-equilibrium geometry.

The geometry in XYZ format:
```
18
Properties=species:S:1:pos:R:3:forces:R:3
C -0.6489 0.4680 0.4761 1.127 0.429 -1.593
N 0.2287 -0.4370 -0.2741 0.090 -0.630 0.315
C -2.0143 -0.5117 0.7564 -2.109 1.113 0.929
C -2.6878 -1.0824 -0.4807 0.375 -0.185 0.014
N -2.3589 0.7234 1.1160 -0.196 -0.504 0.068
C 3.7699 0.4533 -0.9750 -0.144 -0.390 -0.280
O 2.8052 0.5020 -0.0043 0.735 0.513 0.166
H -0.2095 0.8890 1.3666 0.255 -0.395 0.068
H -0.8639 1.2409 -0.2508 -0.421 0.508 0.525
H 1.1944 -0.3273 0.0169 -0.274 -0.144 0.263
H 0.1973 -0.2371 -1.2630 -0.149 0.047 0.006
H -1.7867 -1.2119 1.5750 0.731 -0.230 -0.342
H -3.2649 -1.9776 -0.2656 0.040 -0.167 0.231
H -3.3747 -0.3218 -0.8418 0.108 0.054 -0.215
H -1.9497 -1.3517 -1.2273 0.076 -0.085 -0.298
H 4.7768 0.6585 -0.5754 -0.212 0.090 0.472
H 3.8417 -0.5666 -1.3628 0.069 -0.021 -0.292
H 3.6216 1.2004 -1.7608 -0.099 -0.002 -0.036
```
Positions in Å, forces in eV/Å.

Results
Expectation value of S²: 0.75
HOMO (spin up / spin down): -0.2737 / -0.2736 Eh
E_tot: -9346.7642 eV
Net charge: 0
E_LUMO (spin up / spin down): 0.7 / -2.2 eV
Kohn-Sham gap (spin up / spin down): 8.10 / 5.24 eV
Multiplicity: 2



[4]
Density functional theory data (wB97M-V/def2-TZVPD) for the ion C4H11N2O with charge +1 in a non-equilibrium geometry.

The geometry in XYZ format:
```
18
Properties=species:S:1:pos:R:3:forces:R:3
C -1.3735 -0.5903 -0.5417 0.154 1.276 0.046
C 0.2739 -2.4674 0.3795 0.701 -1.391 2.294
C 0.1822 2.6137 -0.0027 1.171 -0.059 -0.093
C -0.1906 0.0360 0.1659 1.600 -3.011 0.321
N 0.8246 -1.1086 0.3148 -1.306 1.712 -1.441
N 0.4149 1.2101 -0.5612 0.462 0.103 0.940
O -1.8644 -0.0672 -1.4908 -0.294 -0.044 -0.752
H -1.7542 -1.4461 0.0090 -0.512 -0.277 -0.165
H -0.2747 -2.8632 -0.5255 1.199 0.448 0.861
H 1.2282 -3.0713 0.7389 -2.225 0.638 -1.348
H -0.4310 -2.5440 1.2867 0.681 -0.178 -1.287
H -0.3227 3.0664 -0.8359 -1.362 0.649 0.646
H -0.2320 2.4628 1.0127 -0.305 0.732 -0.967
H 1.1174 3.2471 0.0468 -0.585 -1.348 0.185
H -0.6713 0.3144 1.0955 0.467 0.792 0.576
H 1.4783 -1.0714 1.0752 -0.018 0.922 0.402
H 0.1956 1.2016 -1.5420 -1.129 -0.276 -0.720
H 1.3994 1.0776 -0.6252 1.301 -0.687 0.502
```
Positions in Å, forces in eV/Å.

Results
HOMO: -0.5118 Eh
E_tot: -9345.2968 eV
SMILES string: CN[C@H](C=O)[NH2+]C
Net charge: +1
E_LUMO: -3.4 eV
Kohn-Sham gap: 10.48 eV



[5]
Density functional theory data (wB97M-V/def2-TZVPD) for a cluster of 2 separate species, C4H11N2O in total in a non-equilibrium geometry.

The geometry in XYZ format:
```
18
Properties=species:S:1:pos:R:3:forces:R:3
C 0.5574 2.4936 0.3582 -0.533 -0.046 -0.268
C -0.7525 2.5254 0.5447 -0.342 -0.121 0.533
O -1.3706 1.7072 1.5108 0.656 0.759 0.177
H 0.9644 2.9402 -0.5375 0.247 0.327 0.295
H 1.1955 2.0318 1.1018 0.139 -0.255 -0.253
H -1.4702 3.1834 0.0670 0.207 -0.225 -0.551
H -1.6279 2.2984 2.2354 -0.269 -0.383 0.022
C 0.6553 -1.1746 -0.3187 -0.588 -0.987 -0.661
C -0.0533 -2.0412 -1.0721 0.222 0.466 0.452
N 0.4272 -2.7945 -2.0970 -0.485 0.607 -0.358
N 0.0780 -0.7790 0.9703 0.463 1.295 0.065
H 1.5996 -0.7381 -0.5976 0.192 -0.112 0.411
H -1.1101 -2.1286 -0.8328 0.071 -0.666 0.065
H -0.2376 -3.1073 -2.7978 0.194 0.073 0.254
H 1.2970 -2.4682 -2.4865 0.200 -0.247 -0.114
H -0.1634 0.2273 0.9676 -0.308 -0.140 0.217
H 0.7592 -0.8764 1.7259 0.024 -0.224 -0.022
H -0.7479 -1.2994 1.2585 -0.089 -0.121 -0.264
```
Positions in Å, forces in eV/Å.

Results
HOMO: -0.4730 Eh
E_tot: -9346.0567 eV
Net charge: +1
E_LUMO: -3.0 eV
Kohn-Sham gap: 9.88 eV



[6]
Density functional theory data (wB97M-V/def2-TZVPD) for the ion C4H11N2O with charge +1 in a non-equilibrium geometry.

The geometry in XYZ format:
```
18
Properties=species:S:1:pos:R:3:forces:R:3
O 0.2088 -1.7563 -0.9518 0.030 -0.004 0.224
C 0.0711 -1.0998 0.0721 -0.197 0.275 -1.156
N -0.8634 -1.3185 0.9927 -0.161 0.256 0.271
C -1.0554 -0.5304 2.2019 -0.245 0.701 -0.175
C 0.9427 0.1749 0.1678 -0.659 -1.648 0.754
N 1.1676 0.5819 -1.2399 -0.170 0.493 0.571
C -0.0737 1.1148 -1.9053 0.007 0.991 0.771
H -1.6112 -1.9345 0.7052 0.248 -0.306 0.128
H -1.4704 0.4696 2.0025 -0.189 -0.289 -0.151
H -1.7572 -1.0555 2.8441 0.258 0.016 0.144
H -0.1146 -0.3303 2.7043 0.097 -0.466 0.257
H 0.4434 0.9362 0.7596 0.241 0.371 -0.274
H 1.8674 -0.1608 0.6405 0.218 0.515 -0.145
H 1.4816 -0.2501 -1.7610 0.104 0.080 0.255
H 1.8665 1.3152 -1.1534 0.357 -0.088 -0.803
H -0.1499 2.1854 -1.6980 0.284 -0.082 -0.073
H -0.9340 0.6838 -1.4091 -0.101 -0.479 -0.448
H -0.0194 0.9742 -2.9722 -0.123 -0.335 -0.150
```
Positions in Å, forces in eV/Å.

Results
HOMO: -0.5168 Eh
E_tot: -9347.6305 eV
SMILES string: CNC(=O)C[NH2+]C
Net charge: +1
E_LUMO: -3.3 eV
Kohn-Sham gap: 10.77 eV



[7]
Density functional theory data (wB97M-V/def2-TZVPD) for the ion C4H11N2O with charge +1 in a non-equilibrium geometry.

The geometry in XYZ format:
```
18
Properties=species:S:1:pos:R:3:forces:R:3
O -1.4481 0.8348 0.1498 0.035 0.139 -0.006
C -0.5805 0.2688 -0.5045 0.207 -0.954 0.710
N -0.8348 -0.3474 -1.6522 -1.762 0.661 -0.407
C -0.1240 -1.1337 -2.6578 -0.820 -0.520 1.374
C 0.7746 0.0725 0.2023 -0.681 0.387 -0.906
N 0.4296 -0.1395 1.6392 -0.080 -1.078 -0.236
C 1.2042 0.5921 2.6936 1.201 -0.931 -1.394
H -1.8383 -0.2157 -1.8285 0.548 -0.068 -0.254
H 0.9065 -1.1959 -2.3425 0.442 0.165 -0.824
H -0.4134 -0.7744 -3.6329 0.850 0.459 -0.337
H -0.5490 -2.1351 -2.6130 0.185 -0.247 0.058
H 1.3176 0.9925 0.0362 0.475 0.073 0.300
H 1.2891 -0.7994 -0.1885 0.349 0.127 0.148
H -0.5978 -0.0331 1.6971 0.101 0.791 0.078
H 0.5801 -1.1407 1.7530 0.016 -0.052 0.513
H 1.2785 1.6233 2.3885 -0.717 0.500 0.630
H 0.8342 0.2730 3.6577 -0.162 0.644 0.199
H 2.2344 0.2362 2.5604 -0.187 -0.097 0.357
```
Positions in Å, forces in eV/Å.

Results
HOMO: -0.5116 Eh
E_tot: -9347.2667 eV
SMILES string: CNC(=O)C[NH2+]C
Net charge: +1
E_LUMO: -3.3 eV
Kohn-Sham gap: 10.64 eV



[8]
Density functional theory data (wB97M-V/def2-TZVPD) for a cluster of 2 separate species, C4H11N2O in total.

The geometry in XYZ format:
```
18
Properties=species:S:1:pos:R:3:forces:R:3
N 0.7913 0.1865 1.7297 -0.099 -0.318 -0.028
C -0.4074 0.1070 2.2311 -0.083 0.046 -0.112
N -1.4790 0.5254 1.5959 0.185 0.035 0.183
H 0.9129 0.5218 0.7537 0.142 0.092 0.272
H 1.5436 -0.2504 2.2378 0.106 0.124 -0.080
H -0.5221 -0.3313 3.2158 -0.116 0.084 -0.004
H -2.3716 0.5360 2.0600 -0.038 -0.060 -0.054
H -1.3951 0.9398 0.6768 -0.022 0.009 -0.023
C 0.6659 0.3215 -1.8899 0.058 0.502 0.171
O 0.6176 1.2537 -0.7585 0.018 -0.244 -0.096
C 0.4673 -1.0678 -1.3919 0.105 0.283 -0.052
C -0.6674 -1.7232 -1.5536 -0.127 -0.404 0.127
H 1.6406 0.4310 -2.3626 0.007 -0.066 -0.112
H -0.1119 0.6061 -2.5951 -0.049 -0.025 -0.053
H 1.0986 2.0593 -0.9838 -0.081 -0.026 -0.053
H 1.3211 -1.5350 -0.9155 0.024 -0.132 -0.014
H -0.7561 -2.7575 -1.2481 -0.070 0.012 0.091
H -1.5418 -1.2801 -2.0111 0.042 0.087 -0.164
```
Positions in Å, forces in eV/Å.

Results
HOMO: -0.5099 Eh
E_tot: -9347.5836 eV
Net charge: +1
E_LUMO: -3.1 eV
Kohn-Sham gap: 10.81 eV